# 1
Below is a 2-piece molecular cluster, C7H8 overall, with properties calculated with ωB97M-V/def2-TZVPD.

Output
**LUMO level**: 0.009 hartree
**Total energy**: -7381.527 eV

Last column: Mulliken charge in e.
Cartesian coordinates (Å):
C: -1.35 1.73 -0.59  -0.66
C: 0.46 -0.10 0.98  -0.32
C: 1.14 -1.14 0.11  -0.52
C: 0.26 -2.27 -0.23  -0.47
C: -0.46 -3.19 -0.50  0.18
C: 0.67 1.20 0.83  0.08
C: 0.45 2.39 0.37  -0.68
H: -0.67 1.01 -0.98  0.20
H: -2.14 1.91 -1.35  0.27
H: -1.68 1.87 0.44  0.26
H: -0.10 -0.46 1.84  0.38
H: 1.52 -0.67 -0.80  0.31
H: 2.02 -1.53 0.65  0.29
H: -1.10 -4.01 -0.74  0.40
H: 0.93 3.37 0.48  0.29

# 2
Below is a 2-piece molecular cluster, C2H3BrS overall, with properties calculated with ωB97M-V/def2-TZVPD.

Output
**LUMO level (alpha / beta)**: -0.010 / -0.120 hartree
**Multiplicity**: 3
**Total energy**: -82996.789 eV

Last column: Löwdin spin population.
Cartesian coordinates (Å):
C: -0.39 0.65 -0.09  0.55
C: 0.75 -0.29 -0.11  0.08
S: -0.89 2.14 -0.15  0.43
Br: -2.58 -0.93 0.76  0.91
H: 0.37 -1.32 0.04  0.01
H: 1.57 -0.04 0.66  0.02
H: 1.16 -0.20 -1.11  0.00

# 3
Below is C18H32BrN4O3P2S2 as an isolated structure, with properties calculated with ωB97M-V/def2-TZVPD.

Output
**LUMO level**: 0.031 hartree
**Total charge**: -1
**Total energy**: -141565.251 eV

Last column: Mulliken charge in e.
Cartesian coordinates (Å):
C: -2.71 -0.94 -4.23  -0.99
C: -2.04 0.00 -3.03  0.08
C: -1.18 -1.01 -2.08  -0.61
Br: 0.35 -1.91 -3.06  -0.30
P: -0.61 -0.21 -0.41  0.29
C: 0.09 1.41 -1.14  -0.50
C: -0.99 2.66 -1.22  -0.71
O: -0.11 0.06 1.27  0.01
C: 0.73 -1.13 1.63  -0.86
C: 1.31 -1.25 3.16  -0.24
C: 0.20 -0.96 4.34  -0.57
C: 0.90 -0.09 5.55  -0.51
S: 0.06 1.61 5.52  -0.21
C: 1.00 2.72 4.34  0.25
S: 2.70 2.75 4.29  -0.21
N: 0.19 3.64 3.43  0.13
C: 0.63 4.41 2.21  -0.12
C: -0.76 5.21 1.78  -0.36
N: -1.92 4.85 2.69  -0.54
C: -1.29 3.89 3.68  -0.07
C: 1.82 -1.15 0.36  0.69
C: 2.66 -2.58 0.18  -0.31
C: 4.26 -2.24 -0.03  -0.38
N: 4.90 -2.02 -1.22  -0.51
P: 3.06 0.25 0.74  0.53
O: 3.74 0.89 -0.55  -0.77
O: 0.91 -1.03 -0.81  -0.39
H: -3.28 -1.85 -3.72  0.24
H: -1.89 -1.40 -4.93  0.22
H: -3.47 -0.35 -4.90  0.34
H: -1.34 0.80 -3.56  0.18
H: -2.92 0.55 -2.49  0.16
H: -1.92 -1.90 -1.79  0.42
H: -1.85 0.52 -0.24  0.08
H: -1.28 -1.35 0.16  -0.13
H: 1.05 1.84 -0.59  0.06
H: 0.45 1.15 -2.25  0.29
H: -0.94 3.29 -0.23  0.00
H: -2.09 2.32 -1.45  0.24
H: -0.63 3.35 -2.10  0.31
H: 0.23 -2.20 1.49  0.16
H: 1.64 -2.39 3.30  0.23
H: 2.28 -0.61 3.38  0.14
H: -0.81 -0.47 3.93  0.35
H: -0.12 -2.00 4.81  0.33
H: 0.65 -0.57 6.60  0.30
H: 2.07 0.01 5.45  0.34
H: 1.70 4.43 1.71  0.31
H: -0.74 5.93 0.83  0.32
H: -1.98 3.46 4.55  0.27
H: 2.55 -3.15 1.22  0.17
H: 2.25 -3.23 -0.72  0.25
H: 4.93 -2.15 0.95  0.35
H: 5.92 -1.83 -1.01  0.27
H: 4.04 -0.12 1.77  0.05
H: 2.28 1.33 1.34  -0.09
C: -3.84 -3.85 -6.82  -0.75
C: -4.61 -2.98 -5.84  0.48
N: -5.25 -2.26 -5.03  -0.48
H: -4.19 -4.88 -6.76  0.28
H: -4.00 -3.49 -7.84  0.26
H: -2.78 -3.82 -6.59  0.26